A structure of composition C23H17AsN10O2S6SeSn. Source: the Open Molecules 2025 dataset; level of theory: the ωB97M-V functional and the def2-TZVPD basis.

Properties
E_tot (eV): -240154.5954
Charge: -2
Kohn-Sham gap (alpha / beta) (Ha): 0.133 / 0.144
E_LUMO (alpha / beta) (eV): 3.542 / 3.541
Highest occupied orbital energy (alpha / beta) (eV): -0.087 / -0.382

XYZ file:
```
61
Properties=species:S:1:pos:R:3:forces:R:3:mulliken_charge:R:1
Sn -0.056976 0.463883 0.155374 -0.5438 -0.0434 -0.3993 0.7272
O -2.762323 1.697371 -2.953661 -0.2869 0.0105 -0.1464 -0.7417
C -1.919861 1.055092 -2.339215 0.8787 0.3160 0.2306 -0.3901
N -0.758807 1.631462 -1.700911 -0.4553 0.0534 0.0619 0.4636
C -0.447300 2.928921 -1.915418 0.4481 0.2675 0.1251 0.1613
O -0.928549 3.757511 -2.675863 -0.1601 -0.0338 -0.0949 -0.7375
C 0.782094 3.398648 -1.121950 -0.2918 -0.1948 -0.1482 0.1659
C 1.104075 4.750212 -1.070543 0.0566 -0.0631 0.0641 -0.6977
C 2.224543 5.122544 -0.352898 -0.0430 0.0935 -0.0311 -0.3091
C 2.990429 4.148690 0.276959 0.0560 -0.0262 0.0521 -0.6899
C 2.591921 2.829899 0.171711 -0.1085 0.1049 -0.0599 -0.1884
N 1.512868 2.474194 -0.520429 0.2235 -0.1668 0.1154 0.2148
C -1.940018 -0.367387 -2.171566 -0.0513 -0.5331 0.0520 0.6121
C -3.005790 -1.153630 -2.670057 0.1037 0.2588 -0.0077 -1.0425
C -3.036319 -2.495330 -2.450957 0.0777 -0.2933 0.1028 -0.3421
C -1.972951 -3.106341 -1.701839 -0.1476 0.1712 -0.1539 -0.9414
C -1.002612 -2.291070 -1.198247 0.1006 -0.1126 0.0130 -0.2650
N -0.942937 -0.961662 -1.397873 -0.1692 0.1620 0.0014 0.6964
H 0.462024 5.450357 -1.583692 0.0024 0.0275 -0.0029 0.4806
H 2.495761 6.168714 -0.271471 0.0186 -0.0043 0.0067 0.3875
H 3.865547 4.404677 0.859487 0.0010 0.0265 -0.0088 0.4138
H 3.128850 2.028527 0.667418 0.0107 -0.0373 -0.0040 0.2680
H -3.792474 -0.635062 -3.202371 -0.0023 -0.0040 0.0001 0.4655
H -3.865822 -3.092332 -2.810254 -0.0003 -0.0045 0.0047 0.3473
H -1.961989 -4.163175 -1.477169 -0.0094 -0.0205 -0.0135 0.3968
H -0.214907 -2.705566 -0.573754 0.0229 0.0302 0.0363 0.3516
N 2.881545 -0.265173 3.443025 0.0890 -0.0921 0.2002 -0.3585
C 3.352958 -0.971687 2.382817 -0.2148 0.2247 -0.0888 0.3007
N 2.756530 -0.981810 1.231245 0.1807 0.0085 0.0416 0.1386
C 3.507058 -1.643631 0.291164 -0.2280 0.1251 -0.1532 -0.3459
C 4.684392 -2.157671 0.719622 -0.0397 -0.0440 0.0391 -0.5230
S 4.873877 -1.820688 2.407355 0.1682 -0.0061 0.0965 -0.3104
C 2.974539 -1.705734 -1.079785 0.1504 -0.1306 0.2999 0.0521
C 3.189793 -2.729609 -1.937446 0.0144 0.0145 -0.0970 -0.5434
S 2.417591 -2.383477 -3.442193 0.0213 -0.1024 -0.1095 -0.3098
C 1.849537 -0.882366 -2.774496 -0.3100 0.3067 0.0141 0.3755
N 2.194809 -0.671159 -1.539942 0.2258 -0.0754 0.0079 0.0952
N 1.132147 0.011297 -3.510378 -0.0273 -0.0882 -0.0917 -0.4541
H 1.918102 0.031021 3.376306 -0.0343 -0.0690 -0.0764 0.1176
H 3.159946 -0.501123 4.381902 -0.0509 -0.0342 -0.0269 0.2322
H 5.441092 -2.666218 0.149413 0.0232 -0.0466 0.0027 0.4808
H 3.708087 -3.652811 -1.750306 0.0214 -0.0407 -0.0212 0.4704
H 0.540618 -0.400150 -4.217282 -0.0080 0.0359 0.0097 0.3353
H 0.608101 0.670411 -2.924283 0.0483 -0.0498 -0.0102 0.0106
S 0.769335 0.388780 6.324133 0.0437 -0.0027 -0.0358 -0.5828
As 0.622292 2.058135 5.070499 -0.0466 0.0409 0.0249 0.2182
S -0.725841 3.050663 1.981443 -0.1042 0.0051 0.2133 -0.2107
S -1.182051 1.836474 3.507607 0.1638 0.1813 -0.1985 0.0562
S -1.479785 2.974863 5.239382 0.0261 -0.0395 0.0400 -0.3006
Se -4.689672 1.067005 -0.104158 -0.0340 -0.0507 0.0482 0.0644
N -5.397073 -0.474737 0.558379 0.1103 0.0683 -0.0077 -1.0145
C -4.371779 -1.156597 1.066724 0.0182 -0.0240 0.0041 0.6606
C -4.407533 -2.442745 1.645032 0.1452 0.0527 -0.0168 -0.6955
C -3.211851 -3.008447 2.095477 -0.1074 0.1018 -0.0954 -0.6390
C -2.019884 -2.298644 1.983434 -0.2751 -0.1857 0.1586 -0.5884
N -1.945885 -1.074712 1.468391 0.4509 0.0302 0.0177 0.2127
C -3.067739 -0.507753 0.996131 0.0257 -0.1170 0.0569 0.3171
N -2.996182 0.678972 0.413437 -0.1598 -0.0014 -0.0585 -0.1729
H -5.348943 -2.974012 1.706942 -0.0153 -0.0062 0.0126 0.3959
H -3.195697 -4.000489 2.530456 -0.0255 -0.0064 0.0071 0.3520
H -1.090913 -2.735326 2.339141 0.0235 0.0331 -0.0033 0.3564
```
Forces are in eV/Å.

A structure of composition C23H17Br4N5O3Pt in a non-equilibrium geometry. Source: the Open Molecules 2025 dataset; level of theory: the ωB97M-V functional and the def2-TZVPD basis.

Properties
E_tot (eV): -321118.3082
Charge: +2
Kohn-Sham gap (Ha): 0.124
E_LUMO (eV): -9.066
Highest occupied orbital energy (eV): -12.447

XYZ file:
```
53
Properties=species:S:1:pos:R:3:forces:R:3:mulliken_charge:R:1
Pt 1.482689 -0.745006 -0.965925 -1.2444 -0.3503 0.1159 0.8905
Br 1.486389 5.410794 2.931175 -0.0178 -0.6925 -0.2087 0.0013
C 1.461889 3.598794 2.446575 0.0030 1.5334 -2.7895 0.2600
C 1.465289 2.596994 3.440075 -0.0066 -2.8308 1.5143 0.2502
Br 1.500389 3.081194 5.252575 -0.0160 -0.2389 -0.6828 0.0020
C 1.443489 1.252794 3.074875 0.0195 0.9355 1.9837 -0.3194
Br 1.447789 -0.111206 4.363875 -0.0110 0.1225 -0.2297 -0.0158
C 1.414689 0.834594 1.717975 -0.1394 -2.9361 0.0682 0.7626
O 1.359489 -0.373306 1.386175 0.2426 1.9559 -0.0642 -0.7050
C 1.438989 1.887894 0.677875 -0.0077 0.1593 -3.0070 0.9021
O 1.441089 1.578294 -0.539125 0.0143 -0.1739 2.0100 -0.7280
C 1.448689 3.240094 1.102775 0.0033 1.9133 0.8888 -0.3223
Br 1.449289 4.524394 -0.264825 0.0038 -0.1403 0.1258 -0.0118
N 3.435889 -0.816406 -1.252325 0.6962 0.4073 0.1865 -0.5148
C 4.592789 -0.761606 -1.135125 -0.6327 -0.0450 0.0385 0.7831
N 5.867489 -0.699606 -1.048825 -0.3156 -0.0493 -0.2192 -0.0251
C 6.703589 -1.886706 -0.954225 0.7726 -0.7749 0.5789 -0.5947
C 7.390489 -1.873906 0.427875 -0.2756 -0.3587 -0.4494 -0.4868
O 8.117089 -0.689806 0.591675 0.3100 0.0531 0.0405 -0.3448
C 7.311789 0.451094 0.544075 -0.3323 0.2908 -0.3442 -0.4624
C 6.576689 0.548494 -0.811525 0.7315 0.7800 0.4592 -0.6153
H 7.473289 -1.819706 -1.730025 -0.1840 -0.0391 0.0087 0.2768
H 6.108889 -2.790006 -1.097725 0.0247 0.1226 -0.0229 0.4451
H 8.106389 -2.691206 0.502175 -0.0968 -0.0324 -0.0363 0.3612
H 6.635089 -1.985906 1.218275 0.0116 0.0133 -0.0021 0.3145
H 7.978689 1.303894 0.669275 -0.1298 0.0369 -0.0402 0.3560
H 6.579889 0.446294 1.363775 -0.0169 -0.0275 0.0105 0.3093
H 7.320789 0.672094 -1.604725 -0.1698 -0.0025 0.0025 0.2647
H 5.883789 1.391394 -0.827025 0.0408 -0.1010 -0.0369 0.4360
N -5.601711 0.202094 -1.490825 -0.1075 0.2834 -0.3932 -0.0040
C -6.894311 -0.156306 -1.204025 -0.0801 -0.4235 0.8401 0.6571
C -8.123611 0.326994 -1.616825 -0.8755 -0.0388 0.0307 -0.9019
C -9.259811 -0.280406 -1.083825 0.7573 0.6060 -0.3840 -0.4423
C -9.170111 -1.304206 -0.135925 0.3692 -0.4569 0.1801 -0.4686
C -7.951711 -1.784306 0.295175 0.0801 0.1023 -0.1423 -0.7386
C -6.787511 -1.187906 -0.223125 -0.7811 0.8563 -0.8028 0.6473
N -5.486711 -1.399406 0.045175 1.5465 -0.4525 -0.0192 -0.5891
C -4.785611 -0.590406 -0.736425 -0.5657 -0.5004 0.6797 -0.1899
C -3.339411 -0.617206 -0.799825 -0.0029 -0.0147 -0.0435 0.9900
C -2.588311 0.227594 -1.627725 0.3291 -0.2321 0.0841 -0.8108
C -1.216011 0.088694 -1.669525 -0.4092 0.4435 -0.3547 -0.0895
N -0.553711 -0.822906 -0.945925 0.6768 0.6155 0.0522 -0.4322
C -1.258011 -1.628606 -0.139025 -0.4281 -0.3989 0.5081 -0.1354
C -2.631711 -1.558006 -0.035925 0.3587 0.0676 -0.1562 -0.5919
H -5.330711 0.906294 -2.157425 -0.0336 -0.0803 0.0420 0.1938
H -8.214511 1.165594 -2.288225 -0.0149 0.0012 -0.2246 0.3770
H -10.234811 0.050494 -1.405825 -0.0567 0.1105 -0.0039 0.4025
H -10.079211 -1.733906 0.254875 -0.0632 -0.0841 0.0057 0.3971
H -7.878411 -2.617306 0.976675 0.0029 0.0438 0.1941 0.4312
H -3.048011 0.986994 -2.240425 0.0065 0.0273 -0.0691 0.3671
H -0.619311 0.728294 -2.309525 0.0041 0.0113 0.0581 0.4545
H -0.697811 -2.353506 0.439075 0.0180 0.0529 0.0103 0.4602
H -3.171711 -2.223406 0.619675 -0.0084 -0.0702 0.0094 0.5473
```
Forces are in eV/Å.